Entry from the OMol25 dataset: a cluster of 18 separate species, C83H180F15N15O27S9 in total in a non-equilibrium geometry (ωB97M-V/def2-TZVPD).

Structure (XYZ):
```
329
Properties=species:S:1:pos:R:3:mulliken_charge:R:1
C 7.483 -8.165 4.165 -1.653
C 6.140 -7.909 3.477 0.147
C 5.581 -6.567 3.899 -0.831
N 4.062 -6.473 3.584 0.820
C 3.792 -6.372 2.054 -0.970
C 3.170 -7.656 4.206 -0.856
C 1.803 -7.117 4.386 -0.463
C 1.861 -5.618 4.331 0.348
C 3.367 -5.279 4.284 -1.003
H 8.230 -7.371 4.131 0.338
H 7.946 -9.019 3.669 0.434
H 7.344 -8.398 5.220 0.414
H 5.474 -8.759 3.628 0.342
H 6.311 -7.935 2.401 0.021
H 5.948 -5.693 3.360 0.540
H 5.612 -6.536 4.988 0.404
H 3.837 -5.348 1.682 0.034
H 2.859 -6.832 1.729 0.331
H 4.515 -6.947 1.476 0.372
H 3.239 -8.438 3.450 0.560
H 3.644 -7.730 5.184 0.404
H 1.223 -7.428 3.518 -0.104
H 1.299 -7.509 5.269 0.459
H 1.526 -5.177 3.392 -0.546
H 1.377 -5.128 5.176 0.666
H 3.633 -4.355 3.772 0.336
H 3.757 -5.215 5.300 0.362
C -2.998 6.989 -3.570 -1.445
C -2.890 5.483 -3.893 0.914
C -1.481 5.227 -4.412 -0.726
N -1.218 3.727 -4.715 0.445
C -1.195 2.889 -3.376 -0.174
C 0.136 3.503 -5.413 -0.776
C -0.117 2.120 -6.187 -0.108
C -1.517 2.221 -6.648 -0.830
C -2.352 3.015 -5.597 -0.441
H -3.005 7.602 -4.472 0.495
H -2.158 7.366 -2.987 0.077
H -3.954 7.187 -3.084 0.395
H -3.693 5.123 -4.536 0.428
H -2.930 4.999 -2.917 -0.590
H -0.695 5.672 -3.802 0.015
H -1.359 5.741 -5.365 0.582
H -1.128 1.843 -3.677 0.250
H -2.103 3.118 -2.820 -0.141
H -0.380 3.262 -2.755 -0.208
H 1.038 3.507 -4.801 0.237
H 0.308 4.305 -6.130 0.555
H -0.023 1.302 -5.473 -0.224
H 0.633 1.846 -6.930 0.683
H -2.037 1.287 -6.862 0.363
H -1.506 2.766 -7.591 0.354
H -2.924 2.269 -5.045 0.165
H -2.817 3.875 -6.079 0.553
C -1.783 -4.658 2.120 -0.916
C -2.470 -3.303 1.926 1.821
C -3.628 -3.185 2.980 -1.160
N -4.302 -1.749 2.900 0.354
C -5.423 -1.693 1.841 -1.051
C -3.405 -0.542 2.770 0.243
C -4.232 0.635 3.147 -0.927
C -5.135 0.245 4.299 -0.834
C -5.095 -1.368 4.222 -0.629
H -1.033 -4.859 1.356 0.226
H -2.536 -5.433 1.979 -0.291
H -1.396 -4.920 3.105 0.362
H -2.913 -3.150 0.942 0.099
H -1.694 -2.576 2.166 -0.618
H -3.148 -3.203 3.958 0.430
H -4.443 -3.905 2.913 0.181
H -5.073 -1.799 0.814 0.185
H -6.019 -0.788 1.954 0.562
H -6.110 -2.506 2.077 0.387
H -3.251 -0.395 1.701 -0.483
H -2.484 -0.651 3.343 0.722
H -4.876 0.777 2.280 0.233
H -3.603 1.519 3.254 0.600
H -6.127 0.656 4.111 0.376
H -4.703 0.655 5.212 0.399
H -6.094 -1.791 4.326 0.414
H -4.501 -1.691 5.077 0.403
C 3.742 3.232 2.014 -0.785
C 3.962 3.748 3.534 -0.661
C 4.003 5.332 3.608 -0.333
N 4.330 5.912 5.002 0.470
C 5.646 5.370 5.630 -1.171
C 4.527 7.444 4.983 -0.439
C 3.353 8.037 5.791 -0.390
C 2.979 6.956 6.832 -0.740
C 3.056 5.743 5.908 -0.069
H 4.658 3.498 1.487 0.558
H 2.887 3.696 1.522 -0.159
H 3.659 2.145 1.988 0.273
H 4.876 3.315 3.941 0.530
H 3.070 3.449 4.083 0.235
H 3.054 5.671 3.194 -0.313
H 4.950 5.586 3.131 0.793
H 6.519 5.453 4.983 0.323
H 5.460 4.347 5.958 0.410
H 5.768 5.912 6.568 0.504
H 5.544 7.688 5.290 0.389
H 4.513 7.732 3.932 0.230
H 3.732 8.865 6.390 0.391
H 2.525 8.240 5.113 0.184
H 3.632 6.873 7.701 0.433
H 1.948 7.174 7.110 0.339
H 3.129 4.915 6.612 0.301
H 2.146 5.613 5.321 -0.313
C -5.206 -4.313 -8.984 -1.289
C -3.852 -3.822 -8.431 -0.597
C -3.645 -3.814 -6.864 -0.570
N -2.155 -3.852 -6.413 0.559
C -1.489 -2.547 -6.862 -1.161
C -1.401 -5.125 -6.801 -0.546
C -1.907 -6.167 -5.771 -0.745
C -2.485 -5.396 -4.593 0.101
C -2.159 -3.963 -4.906 -0.401
H -5.069 -4.549 -10.039 0.367
H -5.926 -3.499 -8.901 0.315
H -5.548 -5.192 -8.438 0.349
H -3.530 -2.844 -8.790 0.401
H -3.044 -4.318 -8.969 0.352
H -4.175 -4.715 -6.555 0.291
H -4.195 -3.008 -6.379 0.484
H -0.556 -2.581 -6.298 0.256
H -2.018 -1.631 -6.598 0.526
H -1.375 -2.636 -7.943 0.414
H -0.342 -4.876 -6.733 0.376
H -1.655 -5.351 -7.837 0.432
H -0.986 -6.731 -5.622 0.406
H -2.665 -6.891 -6.071 0.328
H -2.186 -5.720 -3.596 -0.064
H -3.548 -5.634 -4.542 0.229
H -1.152 -3.630 -4.651 -0.021
H -2.811 -3.195 -4.490 0.234
C -4.696 -10.110 3.920 -1.274
C -5.110 -8.773 3.200 -0.050
C -5.134 -9.181 1.695 -0.989
N -5.654 -8.097 0.722 0.606
C -7.185 -7.845 0.944 -1.123
C -4.865 -6.802 0.838 -0.604
C -4.772 -6.182 -0.532 -0.064
C -4.600 -7.328 -1.451 0.078
C -5.497 -8.428 -0.832 -0.844
H -4.622 -9.878 4.983 0.396
H -3.702 -10.478 3.664 0.296
H -5.405 -10.895 3.658 0.375
H -4.387 -7.958 3.217 0.143
H -5.968 -8.315 3.692 0.366
H -5.810 -9.990 1.418 0.618
H -4.080 -9.281 1.436 0.401
H -7.447 -7.501 1.945 0.321
H -7.660 -8.813 0.783 0.386
H -7.527 -7.080 0.246 0.444
H -5.210 -6.145 1.636 0.348
H -3.922 -7.213 1.199 -0.201
H -5.659 -5.558 -0.642 0.556
H -3.916 -5.519 -0.659 -0.077
H -4.949 -7.032 -2.440 0.432
H -3.557 -7.644 -1.441 -0.204
H -6.484 -8.552 -1.277 0.295
H -5.032 -9.413 -0.873 0.381
C -5.040 4.621 4.700 -0.916
C -5.779 5.774 3.993 -0.862
C -4.980 6.508 2.875 -0.606
N -5.788 7.718 2.334 0.714
C -6.999 7.285 1.668 -1.187
C -4.911 8.499 1.367 -0.015
C -5.250 9.927 1.479 -0.676
C -6.299 10.100 2.611 -0.950
C -6.241 8.796 3.375 -0.587
H -4.555 3.906 4.036 -0.022
H -5.663 4.129 5.447 0.460
H -4.242 5.168 5.201 0.292
H -6.072 6.503 4.748 0.330
H -6.764 5.542 3.589 0.383
H -4.829 5.939 1.957 0.345
H -4.188 7.097 3.338 0.619
H -7.680 6.851 2.400 0.407
H -6.689 6.693 0.807 0.298
H -7.539 8.175 1.344 0.490
H -4.983 8.226 0.314 0.316
H -3.867 8.376 1.656 -0.223
H -5.573 10.277 0.498 0.378
H -4.328 10.455 1.722 0.369
H -7.341 10.245 2.326 0.361
H -6.202 10.929 3.311 0.437
H -7.210 8.617 3.841 0.424
H -5.440 8.739 4.111 0.464
C -2.407 6.048 -0.085 0.047
C -0.882 6.082 0.275 1.108
C -0.131 7.212 -0.500 -1.037
N 0.732 8.082 0.429 0.771
C -0.136 8.990 1.333 -0.886
C 1.615 9.056 -0.415 -0.413
C 3.042 8.494 -0.403 -1.009
C 2.937 7.153 0.252 0.224
C 1.705 7.195 1.151 -0.088
H -3.018 6.847 0.334 -0.342
H -2.843 5.129 0.307 0.245
H -2.528 5.918 -1.161 -0.404
H -0.344 5.211 -0.100 -0.046
H -0.768 6.246 1.346 -0.396
H -0.760 8.020 -0.877 0.512
H 0.477 6.909 -1.352 0.401
H -0.744 9.574 0.642 0.402
H 0.482 9.516 2.061 0.436
H -0.770 8.331 1.925 0.141
H 1.719 9.950 0.199 0.345
H 1.156 9.134 -1.401 0.337
H 3.770 9.071 0.167 0.371
H 3.504 8.438 -1.388 0.392
H 3.886 7.138 0.789 0.411
H 2.811 6.361 -0.486 -0.457
H 1.847 7.649 2.131 0.098
H 1.302 6.202 1.353 -0.152
C 0.018 2.080 1.998 -0.937
C 0.676 1.197 1.067 0.311
C -0.174 0.017 0.467 1.920
N 0.665 -0.874 -0.545 0.951
C 1.196 -0.030 -1.608 -0.640
C 1.635 -1.699 0.334 -0.030
C 1.910 -2.985 -0.462 -0.530
C 0.721 -3.147 -1.436 0.881
C -0.279 -2.017 -1.072 1.039
H -0.660 2.805 1.547 -0.121
H 0.703 2.716 2.558 0.196
H -0.341 1.381 2.754 0.618
H 1.579 0.817 1.544 -0.152
H 1.061 1.899 0.327 -0.190
H -1.082 0.365 -0.026 -0.823
H -0.599 -0.601 1.258 -0.452
H 1.843 -0.677 -2.201 0.525
H 1.738 0.820 -1.193 0.313
H 0.364 0.352 -2.199 -0.445
H 2.425 -0.963 0.481 0.474
H 1.028 -1.892 1.219 -0.409
H 2.726 -3.045 -1.181 0.328
H 1.829 -3.820 0.234 0.152
H 1.032 -2.974 -2.467 -0.994
H 0.264 -4.136 -1.404 -0.009
H -0.810 -1.546 -1.899 -0.605
H -0.864 -2.234 -0.178 -0.366
C 5.132 -0.605 -0.949 -1.010
C 5.943 -0.345 -2.274 -0.139
C 5.950 1.218 -2.628 -0.588
N 6.417 1.592 -4.104 0.157
C 7.013 2.946 -3.896 -0.921
C 5.152 1.666 -5.033 0.200
C 5.748 1.486 -6.397 -0.546
C 7.203 0.994 -6.235 -0.836
C 7.365 0.574 -4.862 -0.460
H 5.283 -1.624 -0.591 0.474
H 4.063 -0.625 -1.160 -0.285
H 5.324 0.165 -0.202 0.373
H 5.469 -0.959 -3.040 0.158
H 6.963 -0.714 -2.168 0.460
H 6.509 1.781 -1.881 0.480
H 4.996 1.737 -2.541 0.208
H 6.346 3.616 -3.354 0.221
H 7.351 3.312 -4.866 0.439
H 7.971 2.863 -3.384 0.373
H 4.638 2.596 -4.792 0.322
H 4.440 0.878 -4.789 -0.395
H 5.669 2.437 -6.923 0.374
H 5.131 0.887 -7.067 0.395
H 7.889 1.746 -6.626 0.296
H 7.351 0.137 -6.893 0.426
H 8.370 0.637 -4.445 0.485
H 6.973 -0.437 -4.749 0.275
N 2.547 4.367 -2.005 0.570
O 1.687 4.913 -2.719 -0.622
O 2.164 4.029 -0.899 -0.238
O 3.699 4.226 -2.355 -0.664
N 0.740 -1.970 4.578 0.701
O 0.212 -2.910 4.093 -0.476
O 0.200 -1.489 5.578 -0.743
O 1.736 -1.487 4.010 -0.468
C 5.889 -6.011 -1.507 0.369
F 4.656 -5.950 -0.874 -0.025
F 5.700 -6.536 -2.715 -0.250
F 6.365 -4.822 -1.795 -0.214
S 7.216 -7.023 -0.510 1.113
O 7.405 -6.165 0.691 -0.591
O 6.796 -8.408 -0.270 -0.678
O 8.359 -6.985 -1.379 -0.669
C 5.577 -1.344 3.081 0.253
F 4.899 -0.617 4.048 -0.247
F 4.674 -1.984 2.335 0.097
F 6.094 -0.422 2.299 -0.247
S 6.985 -2.429 3.785 1.236
O 6.318 -3.588 4.334 -0.632
O 7.912 -2.768 2.659 -0.688
O 7.674 -1.619 4.790 -0.709
C -1.149 4.458 5.103 0.466
F -1.574 3.989 3.916 -0.064
F -2.246 4.525 5.926 -0.223
F -0.075 3.764 5.615 -0.193
S -0.584 6.184 4.792 1.134
O 0.377 6.199 3.669 -0.834
O -1.772 6.998 4.420 -0.573
O -0.008 6.637 6.037 -0.706
N 1.798 -2.886 -5.646 0.047
S 2.705 -3.838 -5.050 0.625
O 3.636 -3.655 -3.940 -0.412
O 3.206 -4.744 -6.082 -0.693
F 1.565 -4.589 -4.189 -0.120
S 2.790 -1.549 -5.546 0.884
O 4.092 -1.569 -6.190 -0.579
O 2.424 -0.628 -4.422 -0.316
F 1.965 -0.726 -6.733 -0.487
N -2.609 0.566 -1.853 0.393
S -3.503 -0.485 -2.414 0.665
O -4.454 -0.119 -3.469 -0.766
O -3.856 -1.623 -1.519 -0.520
F -2.373 -1.148 -3.356 -0.116
S -3.762 1.403 -1.135 0.536
O -4.590 0.705 -0.192 -0.511
O -4.333 2.569 -1.817 -0.639
F -2.738 2.133 -0.080 -0.113
N -0.787 -8.803 -1.047 -0.435
S -0.326 -7.375 -1.076 0.859
O 1.005 -7.017 -0.577 -0.324
O -1.288 -6.297 -1.037 -0.359
F -0.099 -7.294 -2.670 -0.401
S -0.582 -9.013 0.592 1.090
O -1.535 -8.334 1.440 -0.476
O 0.803 -9.204 1.045 -0.522
F -1.026 -10.598 0.633 -0.357
```

- HOMO level (eV) = -8.45
- total charge = +2
- HOMO-LUMO gap (eV) = 4.5

Entry from the OMol25 dataset: a structure of composition CHLiO2Sm in a non-equilibrium geometry (ωB97M-V/def2-TZVPD).

Structure (XYZ):
```
6
Properties=species:S:1:pos:R:3:lowdin_spin:R:1
H 0.653 0.300 1.493 0.000
O -0.399 1.444 0.276 -0.014
C -0.040 0.297 0.622 -0.001
O 0.018 -0.630 -0.261 -0.008
Li 0.916 -2.292 -0.124 0.000
Sm -1.147 0.881 -2.006 6.024
```

- HOMO level (alpha / beta) (eV) = -17.55 / -19.37
- total charge = +2
- 2S+1 = 7
- HOMO-LUMO gap (alpha / beta) (eV) = 8.5 / 10.5

Entry from the OMol25 dataset: a cluster of 2 separate species, C2H7NO2 in total in a non-equilibrium geometry (ωB97M-V/def2-TZVPD).

Structure (XYZ):
```
12
Properties=species:S:1:pos:R:3:nbo_charge:R:1
C -0.984 -0.897 0.579 -0.428
N 0.151 -0.403 -0.205 -0.619
C 0.642 -0.941 -1.270 0.513
O 0.391 -2.121 -1.499 -0.651
H -0.832 -0.675 1.648 0.195
H -1.127 -1.985 0.462 0.242
H -1.900 -0.384 0.240 0.191
H 0.474 0.542 0.018 0.410
H 1.253 -0.231 -1.880 0.116
O 0.968 2.232 0.439 -0.933
H 0.185 2.699 0.067 0.483
H 0.780 2.163 1.402 0.482
```

- HOMO level (eV) = -9.31
- structure (SMILES) = CNC=O.O
- HOMO-LUMO gap (eV) = 9.6

Entry from the OMol25 dataset: a cluster of 2 separate species, C7H17N2S2 in total in a non-equilibrium geometry (ωB97M-V/def2-TZVPD).

Structure (XYZ):
```
28
Properties=species:S:1:pos:R:3:nbo_charge:R:1
C 1.389 -1.574 0.083 0.201
C 2.322 1.734 -1.601 -0.579
C -3.536 0.251 0.238 -0.632
C -0.610 -0.193 1.933 -0.696
C 1.388 2.421 -0.563 -0.563
C -2.282 -0.497 -0.285 -0.526
C -0.091 0.651 0.794 -0.185
N 2.581 -1.331 0.633 -0.792
N 1.198 -2.595 -0.730 -0.798
S 1.214 1.638 1.067 0.518
S -1.035 0.815 -0.673 0.422
H 1.988 0.849 -1.867 0.210
H 2.367 2.360 -2.378 0.227
H 3.221 1.520 -1.069 0.208
H -3.738 -0.045 1.350 0.227
H -3.253 1.415 0.226 0.227
H -4.375 0.003 -0.358 0.240
H -0.594 -1.250 1.861 0.273
H -1.574 -0.027 2.262 0.248
H 0.088 0.146 2.693 0.233
H 0.504 2.588 -1.153 0.246
H 1.734 3.506 -0.248 0.258
H -2.260 -1.007 -1.264 0.241
H -1.946 -1.266 0.414 0.240
H 2.849 -0.477 1.069 0.392
H 3.366 -1.817 0.397 0.359
H 0.219 -2.710 -1.067 0.418
H 2.006 -3.174 -1.046 0.380
```

- HOMO level (eV) = -11.69
- total charge = +1
- HOMO-LUMO gap (eV) = 7.4

Entry from the OMol25 dataset: a structure of composition C6H9N in a non-equilibrium geometry (ωB97M-V/def2-TZVPD).

Structure (XYZ):
```
16
Properties=species:S:1:pos:R:3:nbo_charge:R:1
C -1.836 -0.646 -0.108 -0.196
C -0.280 0.624 -0.230 -0.042
C 1.069 1.214 0.152 -0.447
C 1.883 -0.049 -0.100 -0.190
C 1.127 -1.171 -0.101 -0.189
C -0.268 -0.768 0.292 -0.304
H -2.536 -1.015 0.700 0.201
H -2.085 -1.049 -1.107 0.195
H -1.993 1.243 0.747 0.343
H -0.101 0.429 -1.315 0.166
H 1.224 1.600 1.186 0.220
H 1.385 2.008 -0.582 0.218
H 2.972 -0.162 -0.428 0.222
H 1.465 -2.166 -0.332 0.214
H -0.320 -0.952 1.406 0.191
N -1.706 0.860 -0.181 -0.604
```

- HOMO level (eV) = -8.95
- HOMO-LUMO gap (eV) = 10.2

Entry from the OMol25 dataset: a structure of composition C22H46ClLi2O10 in a non-equilibrium geometry (ωB97M-V/def2-TZVPD).

Structure (XYZ):
```
81
Properties=species:S:1:pos:R:3:mulliken_charge:R:1
Li -1.026 -4.020 -18.232 0.943
Li 1.964 -7.329 -20.399 0.864
Cl 3.075 -5.213 -18.958 1.358
O 3.174 -5.275 -20.423 -0.580
O 3.091 -6.578 -18.570 -0.536
O 4.186 -4.645 -18.238 -0.594
O 1.805 -4.598 -18.651 -0.626
C 3.089 -6.856 -24.628 -0.477
C 3.100 -8.383 -24.655 -0.666
C 2.483 -8.802 -23.325 -0.481
O 2.226 -7.599 -22.571 -0.250
C 2.188 -6.498 -23.458 0.371
H 2.571 -6.473 -25.506 0.332
H 4.096 -6.467 -24.491 0.335
H 4.084 -8.844 -24.702 0.306
H 2.429 -8.762 -25.424 0.259
H 3.147 -9.458 -22.761 0.310
H 1.531 -9.323 -23.439 0.297
H 2.413 -5.546 -22.980 -0.463
H 1.159 -6.408 -23.823 0.269
C 4.826 -10.158 -15.871 -0.534
C 4.461 -9.171 -16.947 -0.067
C 5.865 -8.669 -17.386 -0.066
O 6.799 -9.553 -16.792 -0.481
C 6.124 -10.749 -16.403 -0.500
H 4.048 -10.914 -15.762 0.393
H 5.159 -9.713 -14.934 0.183
H 3.862 -8.360 -16.534 -0.020
H 3.862 -9.675 -17.706 0.291
H 6.026 -7.599 -17.261 -0.005
H 5.966 -8.890 -18.455 0.239
H 6.780 -11.293 -15.726 0.296
H 6.141 -11.295 -17.354 0.268
C 4.625 -5.229 -13.893 -0.548
C 3.832 -5.155 -12.610 -0.589
C 3.029 -6.469 -12.705 -0.511
O 2.789 -6.608 -14.108 -0.461
C 3.653 -5.870 -14.937 0.592
H 5.533 -5.828 -13.818 0.350
H 4.926 -4.219 -14.179 0.264
H 3.176 -4.286 -12.617 0.280
H 4.551 -5.094 -11.795 0.348
H 2.128 -6.459 -12.095 0.309
H 3.657 -7.301 -12.378 0.267
H 3.055 -5.164 -15.518 -0.031
H 4.293 -6.386 -15.656 -0.327
C 0.003 -2.073 -22.034 -0.326
C 0.429 -1.055 -21.021 -0.387
C -0.508 -1.346 -19.869 -0.657
O -0.595 -2.770 -19.880 -0.329
C -0.202 -3.294 -21.154 0.033
H 0.741 -2.235 -22.818 -0.067
H -0.947 -1.766 -22.477 0.383
H 0.210 -0.055 -21.394 0.355
H 1.462 -1.223 -20.715 0.179
H -1.467 -0.873 -20.096 0.319
H -0.192 -0.956 -18.902 0.365
H -1.012 -3.932 -21.505 0.351
H 0.779 -3.772 -21.104 -0.118
C 3.852 -3.136 -23.347 0.667
C 3.469 -1.903 -24.168 -0.727
C 4.070 -0.736 -23.366 -0.405
O 4.968 -1.297 -22.405 -0.410
C 5.138 -2.716 -22.569 -0.509
H 3.980 -4.082 -23.872 0.196
H 3.163 -3.334 -22.520 -0.627
H 2.405 -1.809 -24.380 0.318
H 3.986 -1.996 -25.125 0.363
H 3.269 -0.147 -22.913 0.189
H 4.606 -0.048 -24.023 0.315
H 5.140 -3.169 -21.581 0.240
H 5.987 -2.974 -23.204 0.301
C 7.738 -4.296 -16.426 -0.638
C 7.304 -3.111 -17.252 -0.303
O 7.020 -3.529 -18.566 -0.479
H 8.044 -4.002 -15.420 0.354
H 8.642 -4.786 -16.799 0.321
H 7.003 -5.101 -16.485 -0.100
H 8.107 -2.373 -17.235 0.341
H 6.468 -2.638 -16.728 0.234
H 6.161 -3.961 -18.552 0.350
```

- HOMO level (eV) = -10.80
- total charge = +1
- HOMO-LUMO gap (eV) = 6.6

| no. | total energy (eV) |
| --- | --- |
| 1 | -304866.7695 |
| 2 | -23242.2046 |
| 3 | -7772.3692 |
| 4 | -32175.6862 |
| 5 | -7854.5107 |
| 6 | -56952.8302 |